<i>
{
  "formula": "C3H3N3O2",
  "method": "ωB97M-V with the def2-TZVPD basis set",
  "symbols": ["O", "C", "N", "C", "C", "N", "N", "O", "H", "H", "H"],
  "xyz": [[0.528, -1.705, 1.147], [0.122, -0.905, 0.317], [-0.447, -1.320, -0.941], [-0.669, -0.292, -1.706], [-0.603, 1.086, -1.430], [-0.080, 1.540, -0.244], [0.376, 0.611, 0.526], [0.627, 0.871, 1.863], [-1.344, -0.243, -2.679], [-0.623, 1.833, -2.221], [0.683, -0.074, 2.349]],
  "nbo_charge": [-0.58, 0.69, -0.44, 0.07, -0.16, -0.10, 0.08, -0.52, 0.20, 0.23, 0.52],
  "e_homo_ev": -9.511,
  "smiles": "O=c1nccnn1O",
  "homo_lumo_gap_ev": 8.69,
  "lumo_ev": -0.82,
  "charge": 0
}

<ii>
{
  "formula": "C3H3N3O2",
  "method": "ωB97M-V with the def2-TZVPD basis set",
  "symbols": ["N", "C", "O", "C", "C", "O", "N", "N", "H", "H", "H"],
  "xyz": [[-1.266, -0.470, -1.591], [-1.006, -0.395, -0.259], [-1.846, -0.698, 0.563], [0.389, -0.026, 0.129], [0.782, -0.144, 1.480], [1.952, 0.555, 1.547], [2.329, 0.919, 0.267], [1.478, 0.499, -0.592], [-2.455, -0.281, -1.815], [-0.853, 0.443, -2.261], [0.497, -0.401, 2.531]],
  "nbo_charge": [-0.82, 0.63, -0.57, -0.10, 0.15, -0.28, 0.11, -0.18, 0.40, 0.40, 0.26],
  "e_homo_ev": -10.564,
  "smiles": "NC(=O)c1conn1",
  "homo_lumo_gap_ev": 10.69,
  "lumo_ev": 0.12,
  "charge": 0
}

Stability summary - winner: <ii>; margin: 0.517 eV.

<i>
{
  "formula": "C3H3N3O2",
  "method": "ωB97M-V with the def2-TZVPD basis set",
  "symbols": ["O", "C", "O", "C", "C", "N", "N", "N", "H", "H", "H"],
  "xyz": [[2.491, 1.014, -0.149], [2.258, -0.210, 0.038], [0.973, -0.866, -0.064], [-0.287, -0.177, 0.039], [-0.616, 1.107, 0.005], [-2.040, 1.099, 0.077], [-2.505, -0.027, -0.172], [-1.465, -0.820, -0.020], [2.963, -1.228, 0.303], [-0.055, 1.971, 0.042], [-1.717, -1.861, -0.099]],
  "nbo_charge": [-0.53, 0.65, -0.53, 0.39, -0.18, -0.22, -0.03, -0.38, 0.17, 0.24, 0.42],
  "e_homo_ev": -9.859,
  "smiles": "O=COc1cnn[nH]1",
  "homo_lumo_gap_ev": 10.23,
  "lumo_ev": 0.37,
  "charge": 0
}

<ii>
{
  "formula": "C3H3N3O2",
  "method": "ωB97M-V with the def2-TZVPD basis set",
  "symbols": ["H", "N", "N", "C", "C", "N", "C", "O", "O", "H", "H"],
  "xyz": [[-3.712, -0.447, -0.139], [-2.689, -0.766, -0.268], [-2.049, 0.355, 0.291], [-0.652, 0.197, 0.060], [0.057, 1.402, -0.088], [1.402, 1.026, -0.146], [1.440, -0.356, 0.077], [2.422, -1.039, 0.014], [0.086, -0.896, 0.070], [-0.310, 2.464, 0.291], [2.238, 1.710, -0.256]],
  "nbo_charge": [0.32, -0.33, -0.16, 0.33, -0.09, -0.64, 0.85, -0.56, -0.43, 0.25, 0.46],
  "e_homo_ev": -8.580,
  "smiles": "[H]/N=N/c1c[nH]c(=O)o1",
  "homo_lumo_gap_ev": 7.79,
  "lumo_ev": -0.79,
  "charge": 0
}

<iii>
{
  "formula": "C3H3N3O2",
  "method": "ωB97M-V with the def2-TZVPD basis set",
  "symbols": ["C", "N", "O", "C", "C", "N", "N", "O", "H", "H", "H"],
  "xyz": [[-2.957, 0.061, 0.015], [-1.904, -0.588, 0.232], [-0.866, 0.350, -0.181], [0.385, 0.007, -0.254], [1.122, 1.166, -0.178], [1.653, 2.229, 0.258], [0.818, -1.141, 0.228], [2.114, -1.507, -0.097], [-4.162, -0.434, -0.020], [-2.801, 1.257, -0.364], [1.715, -2.473, 0.083]],
  "nbo_charge": [-0.10, -0.12, -0.37, 0.34, 0.20, -0.24, -0.15, -0.53, 0.24, 0.21, 0.51],
  "e_homo_ev": -9.449,
  "smiles": "C=NO/C(C#N)=N/O",
  "homo_lumo_gap_ev": 9.14,
  "lumo_ev": -0.31,
  "charge": 0
}

Stability summary - winner: <i>; margin: 0.120 eV.

<i>
{
  "formula": "C4H5NO3",
  "method": "ωB97M-V with the def2-TZVPD basis set",
  "symbols": ["C", "N", "C", "C", "C", "O", "O", "O", "H", "H", "H", "H", "H"],
  "xyz": [[-1.667, -0.012, 0.672], [1.722, 0.067, -0.608], [1.420, -1.161, 0.411], [0.499, 0.560, -0.633], [-0.276, -0.217, 0.198], [0.178, -1.608, 0.155], [0.226, 1.752, -1.193], [2.306, -1.676, 1.032], [-0.725, 1.927, -1.121], [2.419, 0.235, -1.321], [-1.771, 0.983, 1.113], [-2.391, -0.109, -0.145], [-1.941, -0.742, 1.438]],
  "nbo_charge": [-0.66, -0.69, 0.93, 0.49, -0.03, -0.46, -0.64, -0.52, 0.50, 0.41, 0.22, 0.20, 0.24],
  "e_homo_ev": -7.905,
  "homo_lumo_gap_ev": 8.28,
  "lumo_ev": 0.37,
  "charge": 0
}

<ii>
{
  "formula": "C4H5NO3",
  "method": "ωB97M-V with the def2-TZVPD basis set",
  "symbols": ["C", "C", "C", "C", "N", "O", "O", "O", "H", "H", "H", "H", "H"],
  "xyz": [[1.685, -0.697, 0.621], [0.147, 1.237, 0.664], [-0.956, -0.392, -0.301], [0.735, 0.211, -0.117], [-1.998, 0.428, -0.673], [-0.272, 2.251, 1.030], [-1.052, -1.558, -0.020], [0.593, 0.179, -1.443], [-1.766, 1.217, -1.257], [-2.850, -0.075, -0.876], [1.746, -0.489, 1.691], [2.679, -0.599, 0.186], [1.310, -1.713, 0.495]],
  "nbo_charge": [-0.65, 0.71, 0.76, 0.14, -0.86, -0.39, -0.58, -0.68, 0.41, 0.41, 0.22, 0.25, 0.26],
  "e_homo_ev": [-8.378, -8.378],
  "homo_lumo_gap_ev": [8.00, 8.00],
  "lumo_ev": [-0.37, -0.38],
  "charge": 0
}

Stability summary - winner: <i>; margin: 1.057 eV.

<i>
{
  "formula": "C4H5NO3",
  "method": "ωB97M-V with the def2-TZVPD basis set",
  "symbols": ["C", "C", "C", "C", "H", "H", "H", "H", "H", "N", "O", "O", "O"],
  "xyz": [[-0.099, -0.622, 1.425], [0.899, 0.071, 0.367], [0.011, 0.385, -0.850], [0.170, 1.730, -1.685], [-1.170, -1.847, 0.186], [-1.578, -1.957, 1.779], [0.883, 1.310, 0.403], [1.651, -0.523, 0.246], [-0.875, 1.615, -2.431], [-0.339, -2.003, 1.069], [0.050, -0.292, 2.580], [-0.659, -0.430, -1.499], [1.058, 2.562, -1.590]],
  "nbo_charge": [0.63, -0.56, 0.45, 0.36, 0.39, 0.35, 0.26, 0.25, 0.14, -0.77, -0.51, -0.51, -0.47],
  "e_homo_ev": -10.116,
  "homo_lumo_gap_ev": 9.02,
  "lumo_ev": -1.09,
  "charge": 0
}

<ii>
{
  "formula": "C4H5NO3",
  "method": "ωB97M-V with the def2-TZVPD basis set",
  "symbols": ["N", "C", "C", "O", "C", "O", "C", "O", "H", "H", "H", "H", "H"],
  "xyz": [[2.247, 0.223, -0.077], [0.919, -0.233, 0.061], [0.450, -1.463, -0.072], [-0.913, -1.444, -0.031], [-1.401, -0.103, -0.096], [-2.749, 0.165, 0.122], [-0.185, 0.632, -0.170], [-0.155, 2.103, -0.128], [2.890, -0.628, 0.145], [2.519, 1.151, 0.412], [0.860, -2.436, -0.052], [-3.303, -0.165, -0.631], [-1.178, 2.197, 0.516]],
  "nbo_charge": [-0.82, 0.02, 0.04, -0.44, 0.45, -0.68, 0.14, -0.68, 0.38, 0.40, 0.20, 0.50, 0.48],
  "e_homo_ev": -8.084,
  "smiles": "Nc1coc(O)c1O",
  "homo_lumo_gap_ev": 8.49,
  "lumo_ev": 0.40,
  "charge": 0
}

<iii>
{
  "formula": "C4H5NO3",
  "method": "ωB97M-V with the def2-TZVPD basis set",
  "symbols": ["C", "C", "C", "N", "O", "C", "O", "O", "H", "H", "H", "H", "H"],
  "xyz": [[-2.326, -0.075, 0.262], [-1.246, -0.731, -0.233], [0.017, -0.050, -0.257], [0.089, 1.265, -0.213], [1.274, 1.792, -0.315], [1.272, -0.783, -0.098], [1.417, -1.932, -0.420], [2.165, -0.068, 0.552], [-2.052, 0.920, 0.664], [-3.379, -0.465, 0.295], [-1.171, -1.835, -0.377], [1.081, 2.667, -0.640], [2.859, -0.707, 0.780]],
  "nbo_charge": [-0.34, -0.25, 0.00, -0.07, -0.50, 0.74, -0.58, -0.64, 0.21, 0.21, 0.24, 0.48, 0.50],
  "e_homo_ev": -9.059,
  "smiles": "C=C/C(=N/O)C(=O)O",
  "homo_lumo_gap_ev": 9.03,
  "lumo_ev": -0.03,
  "charge": 0
}

<iv>
{
  "formula": "C4H5NO3",
  "method": "ωB97M-V with the def2-TZVPD basis set",
  "symbols": ["C", "N", "O", "C", "O", "C", "O", "C", "H", "H", "H", "H", "H"],
  "xyz": [[1.261, 1.115, -0.223], [1.745, 0.056, -0.593], [1.209, -1.105, 0.039], [0.027, -0.760, 0.794], [-1.012, -1.118, -0.083], [-1.365, -0.051, -0.808], [-1.433, 1.097, 0.196], [-0.081, 0.865, 0.699], [1.917, 2.026, -0.105], [-0.285, -1.569, 1.581], [-0.867, 0.294, -1.735], [-2.260, -0.431, -1.183], [0.119, 1.278, 1.605]],
  "nbo_charge": [-0.02, -0.08, -0.37, 0.27, -0.51, 0.19, -0.50, 0.00, 0.23, 0.24, 0.16, 0.18, 0.20],
  "e_homo_ev": -9.776,
  "smiles": "C1=NO[C@@H]2OCO[C@H]12",
  "homo_lumo_gap_ev": 10.54,
  "lumo_ev": 0.77,
  "charge": 0
}

Stability summary - winner: <iii>; margin: 0.429 eV.

<i>
{
  "formula": "C3H7F2O2P",
  "method": "ωB97M-V with the def2-TZVPD basis set",
  "symbols": ["C", "C", "O", "P", "O", "C", "F", "F", "H", "H", "H", "H", "H", "H", "H"],
  "xyz": [[-0.710, -1.606, -0.534], [0.309, -1.379, 0.519], [-0.153, -0.181, 1.258], [-0.477, 1.245, 0.720], [-0.606, 2.381, 1.864], [0.905, 1.609, -0.544], [2.087, 1.175, -0.052], [0.654, 1.025, -1.734], [-1.357, -2.402, -0.353], [-1.337, -0.744, -0.579], [-0.271, -1.743, -1.561], [1.247, -1.292, 0.177], [0.303, -2.065, 1.251], [-1.627, 1.291, 0.000], [1.035, 2.685, -0.432]],
  "nbo_charge": [-0.64, -0.03, -0.82, 1.82, -1.03, 0.26, -0.34, -0.33, 0.22, 0.21, 0.22, 0.19, 0.20, -0.11, 0.17],
  "e_homo_ev": -10.073,
  "smiles": "CCO[P@@H](=O)C(F)F",
  "homo_lumo_gap_ev": 10.85,
  "lumo_ev": 0.78,
  "charge": 0
}

<ii>
{
  "formula": "C3H7F2O2P",
  "method": "ωB97M-V with the def2-TZVPD basis set",
  "symbols": ["C", "C", "O", "P", "O", "C", "F", "F", "H", "H", "H", "H", "H", "H", "H"],
  "xyz": [[-1.458, 1.821, -0.917], [-0.343, 0.901, -0.638], [-0.795, -0.082, 0.308], [0.154, -0.878, 1.281], [-0.544, -1.934, 1.966], [1.511, -1.697, 0.270], [2.162, -2.456, 1.195], [0.899, -2.482, -0.647], [-2.129, 1.425, -1.671], [-1.973, 1.773, -0.054], [-1.146, 2.672, -1.336], [0.515, 1.522, -0.308], [0.142, 0.419, -1.396], [0.882, 0.081, 2.248], [2.123, -1.086, -0.299]],
  "nbo_charge": [-0.62, -0.06, -0.81, 1.91, -1.06, 0.26, -0.33, -0.33, 0.21, 0.23, 0.22, 0.17, 0.18, -0.10, 0.14],
  "e_homo_ev": -10.557,
  "smiles": "CCO[P@@H](=O)C(F)F",
  "homo_lumo_gap_ev": 11.20,
  "lumo_ev": 0.64,
  "charge": 0
}

Stability summary - winner: <ii>; margin: 0.290 eV.

<i>
{
  "formula": "C2H13NO4",
  "method": "ωB97M-V with the def2-TZVPD basis set",
  "symbols": ["C", "N", "C", "O", "H", "H", "H", "H", "H", "H", "H", "O", "H", "H", "O", "H", "H", "O", "H", "H"],
  "xyz": [[-2.325, 2.186, -2.458], [-1.557, 2.070, -1.169], [-1.079, 0.812, -0.713], [-1.927, 0.243, 0.250], [-2.299, 3.244, -2.706], [-3.407, 2.011, -2.086], [-1.798, 1.455, -3.146], [-2.032, 2.609, -0.480], [-1.153, 0.214, -1.639], [-0.037, 0.753, -0.352], [-1.934, -0.771, -0.079], [-2.291, -1.592, 2.568], [-1.366, -1.733, 2.785], [-2.505, -0.695, 2.781], [3.178, -0.462, 0.597], [3.054, -1.015, -0.225], [2.552, 0.173, 0.445], [6.010, -3.265, 1.993], [5.617, -3.217, 1.116], [5.298, -3.019, 2.519]],
  "nbo_charge": [-0.42, -0.66, 0.10, -0.73, 0.21, 0.19, 0.21, 0.36, 0.14, 0.13, 0.48, -0.94, 0.47, 0.48, -0.92, 0.46, 0.46, -0.92, 0.46, 0.46],
  "e_homo_ev": -8.853,
  "smiles": "CNCO.O.O.O",
  "homo_lumo_gap_ev": 9.15,
  "lumo_ev": 0.30,
  "charge": 0
}

<ii>
{
  "formula": "C2H13NO4",
  "method": "ωB97M-V with the def2-TZVPD basis set",
  "symbols": ["C", "C", "N", "H", "H", "H", "H", "H", "O", "H", "H", "O", "H", "H", "O", "H", "H", "O", "H", "H"],
  "xyz": [[-0.705, -1.326, -0.256], [-0.803, -1.359, 1.075], [-0.357, -0.360, 1.923], [-0.238, -0.501, -0.767], [-1.219, -2.105, -0.797], [-1.175, -2.215, 1.621], [0.344, 0.253, 1.532], [-0.131, -0.590, 2.871], [-2.619, 1.342, 0.107], [-2.193, 0.579, 0.519], [-2.878, 1.924, 0.835], [2.318, 0.928, 0.907], [2.556, 1.711, 0.409], [2.832, 0.190, 0.560], [2.883, -1.008, -1.276], [2.557, -0.283, -1.818], [2.093, -1.534, -1.079], [-0.744, 1.577, -2.010], [-0.983, 1.302, -2.900], [-1.536, 1.473, -1.457]],
  "nbo_charge": [-0.58, 0.01, -0.84, 0.22, 0.21, 0.19, 0.41, 0.38, -0.97, 0.50, 0.48, -0.97, 0.48, 0.50, -0.95, 0.48, 0.48, -0.97, 0.46, 0.50],
  "e_homo_ev": -8.495,
  "smiles": "C=CN.O.O.O.O",
  "homo_lumo_gap_ev": 9.22,
  "lumo_ev": 0.73,
  "charge": 0
}

Stability summary - winner: <ii>; margin: 1.844 eV.